1.
Density functional theory data (wB97M-V/def2-TZVPD) for a structure of composition C63H72CoGeO2PSi in a non-equilibrium geometry.

```
141
Properties=species:S:1:pos:R:3
Co 0.07042 1.84986 0.72532
C 1.93156 2.07439 2.11665
C 2.47741 2.07365 0.79732
C 1.89258 3.17243 0.11412
C 0.98632 3.79062 1.04756
C 1.07199 3.15153 2.30871
C 0.44082 3.56709 3.62923
C 1.28259 3.03455 4.79326
C -0.97787 3.01463 3.78745
C 0.41233 5.09526 3.72080
C 2.15344 3.83870 -1.23798
C 3.21125 4.94044 -1.05623
C 0.87262 4.50667 -1.74905
C 2.59486 2.88746 -2.35038
C 3.63785 1.10777 0.46767
C 3.91995 0.21424 1.68927
C 4.92947 1.91032 0.23803
C 3.41305 0.13351 -0.70013
H 2.16721 1.35292 2.87786
H 0.42976 4.69278 0.85219
H 1.26917 1.94475 4.82543
H 0.87469 3.40064 5.73916
H 2.32203 3.35925 4.71458
H -0.97247 1.92795 3.69892
H -1.64833 3.39403 3.01709
H -1.39326 3.28588 4.76328
H 1.41771 5.50968 3.62087
H 0.00243 5.40810 4.68512
H -0.20456 5.53259 2.93720
H 2.85829 5.68798 -0.34364
H 3.41179 5.44310 -2.00681
H 4.14925 4.53779 -0.67632
H 0.47886 5.25519 -1.06417
H 0.09148 3.76375 -1.91537
H 1.07638 5.00770 -2.69914
H 3.60771 2.51829 -2.22082
H 2.56737 3.42301 -3.30318
H 1.92067 2.03282 -2.42035
H 4.23098 0.79708 2.55669
H 4.72360 -0.48146 1.43689
H 3.04473 -0.37269 1.97506
H 5.09457 2.61623 1.05457
H 4.91160 2.47341 -0.69120
H 5.78457 1.22924 0.19396
H 4.21947 -0.60588 -0.70127
H 2.46106 -0.38625 -0.59778
H 3.41865 0.61787 -1.66973
C -3.66279 -2.17207 0.16601
P -2.91498 -0.78370 -0.78370
C -2.17879 -1.64718 -2.22538
C -1.04907 -1.05652 -2.78937
C -0.42814 -1.62373 -3.89545
C -0.92288 -2.79846 -4.44429
C -2.04453 -3.39923 -3.88653
C -2.66484 -2.82767 -2.78429
C -4.43828 -0.09112 -1.55183
C -5.55109 0.16030 -0.75155
C -6.68590 0.76193 -1.27513
C -6.72569 1.13584 -2.61047
C -5.61618 0.90585 -3.41304
C -4.48481 0.30025 -2.88793
H -4.49559 -2.65724 -0.34541
H -4.01355 -1.77815 1.11938
H -2.88517 -2.90784 0.37986
H -0.63029 -0.17102 -2.32422
H 0.45333 -1.15562 -4.31393
H -0.43014 -3.25349 -5.29389
H -2.43598 -4.31659 -4.30921
H -3.54568 -3.30158 -2.36714
H -5.52977 -0.08516 0.30298
H -7.53012 0.95710 -0.62682
H -7.60593 1.61509 -3.01853
H -5.62890 1.20068 -4.45513
H -3.62827 0.12803 -3.53095
O -0.33252 0.00195 1.90676
C 0.15923 -0.62256 0.93356
O 0.35343 -0.06865 -0.17861
C 0.60849 -2.05367 1.13553
C 0.35672 -2.94843 -0.07939
Ge 1.57529 -4.44005 -0.13938
C 1.73156 -5.30995 1.59877
C 1.32363 -6.63183 1.77908
C 1.41156 -7.24561 3.02304
C 1.90997 -6.54519 4.11031
C 2.31986 -5.22907 3.95194
C 2.23106 -4.62065 2.70787
C 3.33356 -3.81604 -0.70655
C 4.46278 -3.84425 0.10785
C 5.69237 -3.39149 -0.35909
C 5.80748 -2.90928 -1.65293
C 4.69178 -2.87482 -2.47911
C 3.46718 -3.32122 -2.00654
C 1.00804 -5.76096 -1.45135
C 1.89852 -6.74774 -1.88130
C 1.51681 -7.68879 -2.82616
C 0.23521 -7.65361 -3.36157
C -0.65900 -6.67868 -2.94787
C -0.27316 -5.74057 -1.99697
H 0.13304 -2.44939 2.03264
H 1.68162 -1.98189 1.35513
H 0.48964 -2.37006 -0.99581
H -0.67495 -3.31123 -0.08056
H 0.93004 -7.19402 0.94038
H 1.08679 -8.27164 3.14180
H 1.97603 -7.02045 5.08062
H 2.70378 -4.67266 4.79719
H 2.54701 -3.58987 2.61072
H 4.39320 -4.22971 1.11730
H 6.55839 -3.41708 0.29035
H 6.76311 -2.55318 -2.01647
H 4.77509 -2.49049 -3.48749
H 2.60492 -3.28361 -2.66351
H 2.90753 -6.77408 -1.48452
H 2.22023 -8.44524 -3.15147
H -0.06297 -8.38388 -4.10348
H -1.65643 -6.64182 -3.36770
H -0.98056 -4.97872 -1.69363
C -5.56376 1.50337 2.83683
C -5.69031 2.58253 1.97307
C -4.63045 2.94395 1.15102
C -3.41709 2.25013 1.16591
C -3.31115 1.16775 2.04808
C -4.36895 0.79491 2.87133
Si -1.96035 2.70975 0.01017
C -2.21281 4.59393 -0.21215
C -2.45316 5.12898 -1.47966
C -2.61921 6.49345 -1.68401
C -2.56457 7.36719 -0.60793
C -2.36448 6.86052 0.66976
C -2.19831 5.49465 0.85689
H -6.38642 1.22234 3.48346
H -6.61754 3.14270 1.93670
H -4.74973 3.79137 0.48405
H -2.38007 0.61848 2.09524
H -4.25308 -0.04043 3.55230
H -2.47501 2.28800 -1.33545
H -2.50134 4.46027 -2.33144
H -2.78951 6.87195 -2.68476
H -2.68679 8.43285 -0.76105
H -2.33608 7.52881 1.52209
H -2.05714 5.12511 1.86535
```

As for the gap between HOMO and LUMO (spin up / spin down): 6.51 / 6.92 eV. Its multiplicity is 2. The value obtained for the HOMO energy (spin up / spin down) is -4.24 / -4.65 eV. Its net charge is -1.

2.
Density functional theory data (wB97M-V/def2-TZVPD) for a cluster of 8 separate species, C63H84BFN10O4P in total in a non-equilibrium geometry.

```
164
Properties=species:S:1:pos:R:3
C 1.17863 -2.13933 4.81202
C 2.06018 -2.36945 3.56234
C 1.25701 -2.41837 2.23760
C 0.51249 -1.08056 2.01371
C 0.35813 -0.52751 0.54999
C 0.53740 -1.62503 -0.51105
C -0.24360 -2.92876 -0.35796
O -0.96569 -3.25055 0.56301
C -0.08574 -3.89570 -1.51793
C -0.97039 -4.94706 -1.60401
C -0.89994 -5.89095 -2.59104
C 0.10099 -5.78323 -3.53846
C 0.97958 -4.73498 -3.46441
C 0.90591 -3.78543 -2.48373
C 1.59602 0.45715 0.30510
C 1.99920 0.60956 -1.20636
C 2.62451 1.99539 -1.52656
N 3.30626 2.09149 -2.80943
C 2.54169 2.61002 -3.94332
C 1.11660 2.05302 -4.15739
C 4.25837 1.07733 -3.11642
C 3.87959 -0.22783 -3.85150
O 5.41711 1.19596 -2.76405
P 3.21254 -0.11787 1.13424
C 4.72291 0.16119 0.14687
C 3.46390 0.98216 2.60803
O 1.39784 1.80703 0.76689
C 0.35610 2.10319 1.66619
B -0.00164 3.66611 1.54620
N -0.60306 4.43151 2.64403
O 0.22269 4.34687 0.35811
C -0.95933 1.29852 1.53498
N -0.94697 0.25387 0.42967
C -1.08391 1.07059 -0.81656
C -2.25610 -0.46215 0.54306
F -2.44027 -1.27931 1.61784
C -2.80156 -1.18414 -0.72307
C -4.06903 -0.49759 -1.29019
H 0.92527 -3.06892 5.32509
H 1.77291 -1.56845 5.53671
H 0.27696 -1.55708 4.60325
H 2.92291 -1.70416 3.49866
H 2.47486 -3.38093 3.66413
H 0.58812 -3.27526 2.35684
H 1.98083 -2.69268 1.46908
H -0.45401 -1.22079 2.50721
H 0.98118 -0.33372 2.66578
H 1.59536 -1.90488 -0.46714
H 0.28944 -1.29245 -1.52162
H -1.72680 -5.00474 -0.82585
H -1.61237 -6.70757 -2.57525
H 0.17114 -6.52956 -4.32138
H 1.75874 -4.67371 -4.21921
H 1.61287 -2.96466 -2.41805
H 2.64761 -0.21984 -1.50313
H 1.14893 0.53200 -1.89230
H 3.30377 2.33160 -0.73815
H 1.80290 2.71782 -1.52477
H 2.52225 3.70421 -3.88703
H 3.11164 2.37280 -4.85103
H 0.50886 2.18584 -3.25624
H 1.17247 1.01128 -4.47872
H 0.63484 2.65652 -4.93362
H 4.24592 -1.06473 -3.25023
H 2.79800 -0.27167 -3.99313
H 4.43288 -0.25913 -4.79275
H 5.55413 -0.29703 0.69205
H 5.02153 1.19764 -0.05100
H 4.70718 -0.34663 -0.81897
H 2.66493 0.89145 3.34374
H 3.52674 2.02435 2.26938
H 4.44452 0.73587 3.02276
H 0.71009 1.97631 2.70703
H -0.23082 4.17169 3.55616
H -1.60720 4.26898 2.70322
H -0.62585 4.73316 0.09594
H -1.32884 0.87657 2.46920
H -1.73522 2.01642 1.23864
H -0.40505 1.92572 -0.84625
H -0.87896 0.49552 -1.71913
H -2.09342 1.46856 -0.93653
H -3.00660 0.32348 0.69541
H -2.04134 -1.36131 -1.48639
H -3.13053 -2.17676 -0.40959
H -4.96849 -1.02099 -0.96002
H -4.15833 0.55427 -0.99985
H -4.07976 -0.52205 -2.38330
N -5.69697 1.16466 -4.62942
C -5.00430 1.02438 -5.76146
C -5.48543 0.37300 -6.88572
C -6.75864 -0.16962 -6.83381
C -7.49546 -0.03778 -5.66821
C -6.92138 0.63643 -4.60153
H -4.01155 1.46184 -5.75694
H -4.87961 0.29371 -7.77793
H -7.17122 -0.68734 -7.69076
H -8.49308 -0.44719 -5.58704
H -7.46351 0.76654 -3.67091
N 3.70184 4.81896 3.10193
C 2.84718 5.60844 2.44348
C 3.14113 6.90036 2.04398
C 4.39198 7.41222 2.34738
C 5.29321 6.61419 3.03096
C 4.90090 5.33152 3.38063
H 1.88098 5.16886 2.23354
H 2.40855 7.49000 1.51029
H 4.66039 8.41913 2.05439
H 6.27944 6.97602 3.28674
H 5.57695 4.67035 3.91227
N 5.85122 -3.14030 -0.48795
C 5.98123 -4.45840 -0.33401
C 7.20053 -5.11815 -0.35085
C 8.35060 -4.36917 -0.54215
C 8.23723 -2.99823 -0.70562
C 6.97052 -2.43826 -0.66774
H 5.05531 -5.00499 -0.19062
H 7.24662 -6.19027 -0.21823
H 9.32159 -4.84739 -0.56323
H 9.10936 -2.37746 -0.85795
H 6.83264 -1.36979 -0.79018
N -5.81491 2.77159 -9.69804
C -6.76329 3.00928 -8.79254
C -7.14942 4.27964 -8.39440
C -6.51178 5.36760 -8.96756
C -5.52187 5.14262 -9.91023
C -5.21422 3.83113 -10.23916
H -7.23162 2.12771 -8.37077
H -7.92812 4.41163 -7.65555
H -6.78271 6.37685 -8.68407
H -4.99995 5.96441 -10.38101
H -4.44885 3.60759 -10.97440
N -4.84669 -4.96556 3.58807
C -5.72931 -4.78827 4.57160
C -6.18925 -3.54258 4.97917
C -5.70117 -2.41820 4.33273
C -4.78227 -2.58646 3.30893
C -4.39553 -3.87148 2.97833
H -6.07982 -5.69500 5.05203
H -6.90777 -3.45865 5.78269
H -6.03060 -1.42837 4.62296
H -4.37315 -1.74169 2.77623
H -3.67940 -4.04546 2.17952
N 0.22618 -6.87509 3.04705
C -0.93559 -6.25303 2.84351
C -1.94486 -6.16551 3.79217
C -1.73495 -6.76292 5.02385
C -0.53555 -7.41715 5.25644
C 0.40729 -7.44218 4.23945
H -1.05461 -5.80136 1.86304
H -2.86978 -5.64205 3.57155
H -2.49680 -6.71938 5.79289
H -0.33385 -7.89709 6.20454
H 1.36115 -7.93966 4.37846
N 0.36306 6.07345 5.79025
C -0.11842 6.26300 7.01926
C 0.56782 5.92576 8.17584
C 1.82423 5.35525 8.05120
C 2.34232 5.14800 6.78325
C 1.57573 5.52495 5.69147
H -1.10580 6.70908 7.06917
H 0.12860 6.10534 9.14752
H 2.39172 5.07658 8.93019
H 3.31906 4.70521 6.64177
H 1.94188 5.38666 4.68316
```

As for the gap between HOMO and LUMO: 7.57 eV. Its multiplicity is 1. The value obtained for the HOMO energy is -9.79 eV. Its net charge is +1.

3.
Density functional theory data (wB97M-V/def2-TZVPD) for a cluster of 13 separate species, C63H85F8O20P5 in total in a non-equilibrium geometry.

```
181
Properties=species:S:1:pos:R:3
C 12.30960 17.28217 24.06155
O 12.96447 16.34099 23.21331
P 14.15629 15.41124 23.74029
O 14.68721 14.59059 22.68665
O 15.24797 16.37624 24.44187
C 16.41402 16.80819 23.65171
O 13.59142 14.44908 24.87860
C 14.56831 13.92381 25.71710
H 11.74980 16.67656 24.74126
H 11.68747 17.91244 23.41725
H 13.08655 17.83558 24.42266
H 17.07568 15.97200 23.63618
H 16.79899 17.74177 24.13446
H 16.16195 17.05071 22.59072
H 14.02761 13.00985 26.24745
H 14.68642 14.63134 26.48589
H 15.44347 13.66112 25.17025
C 18.42496 11.25760 15.24560
O 19.82038 10.99396 15.62238
P 20.93114 12.08981 15.85990
O 22.24020 11.44007 16.06960
O 20.64872 13.16654 14.73334
C 21.58126 14.21604 14.51940
O 20.45541 12.95342 17.19957
C 21.43868 13.47332 18.08919
H 18.21400 10.33522 14.67970
H 18.40028 12.09935 14.53642
H 17.78739 11.55962 16.14738
H 22.37888 13.82761 13.83712
H 22.11638 14.56879 15.41330
H 21.19000 15.12912 14.09152
H 21.13288 13.26197 19.07508
H 21.69632 14.49356 17.83938
H 22.37680 12.94065 17.92846
C 16.65780 9.72576 18.64830
O 17.30645 10.24155 19.85657
P 17.55674 9.22904 21.02690
O 16.48572 8.26702 21.27789
O 18.92109 8.61682 20.61913
C 19.94959 9.50951 20.21046
O 17.96372 10.21538 22.19806
C 16.77597 10.91506 22.66800
H 15.93255 8.92520 18.80943
H 17.44129 9.47866 17.94486
H 16.08404 10.55570 18.30002
H 20.86105 9.06189 20.54543
H 19.73304 10.47091 20.69196
H 19.79985 9.60163 19.12602
H 16.08002 11.16457 21.80851
H 17.03376 11.91106 23.06226
H 16.32295 10.29447 23.36619
C 8.26946 12.75819 21.51370
O 9.75818 12.60421 21.40491
P 10.75843 13.56308 22.20268
O 10.37124 13.95514 23.58727
O 12.16500 12.87252 21.89028
C 12.58401 11.95411 22.89689
O 10.86826 14.93125 21.36429
C 11.39164 14.97360 19.98396
H 7.84927 12.85151 22.58329
H 7.87236 11.91697 21.05526
H 8.12366 13.71866 20.98892
H 11.93309 11.09378 22.90541
H 12.52592 12.48865 23.86782
H 13.60940 11.61822 22.75796
H 11.83243 16.00713 19.91350
H 10.54907 14.86236 19.31762
H 12.06566 14.17814 19.72704
C 17.78815 18.28588 12.14569
O 17.54042 16.92120 12.61655
P 18.55301 16.08280 13.52419
O 19.74073 16.86244 13.92789
O 17.47856 15.62809 14.64300
C 16.71693 16.60390 15.32055
O 18.88471 14.78230 12.77970
C 18.01234 13.72347 12.32142
H 17.33976 18.34406 11.11248
H 18.83585 18.48248 12.12961
H 17.42889 19.04119 12.84314
H 17.14585 17.61645 15.23633
H 16.78192 16.31542 16.37643
H 15.70209 16.50010 15.05285
H 17.03110 13.60866 12.78365
H 18.58548 12.82946 12.41880
H 17.79111 13.86051 11.25020
F 14.01374 16.15845 13.49621
C 13.53278 17.33738 13.08344
C 14.18070 17.84857 11.98417
C 13.56471 18.94281 11.44733
C 12.51111 19.58014 12.09264
C 11.97401 19.11774 13.28678
C 12.43101 17.90277 13.76238
H 15.00509 17.30412 11.61929
H 14.05889 19.46606 10.66582
H 12.06595 20.47939 11.59744
H 11.35115 19.81821 13.82028
H 12.14892 17.40958 14.67994
F 13.77546 10.95813 14.35409
C 12.95640 11.89858 14.83726
C 12.31632 11.61488 16.04449
C 11.34150 12.46510 16.45829
C 11.08455 13.59996 15.77045
C 11.67768 13.86899 14.56599
C 12.61650 13.01825 14.08889
H 12.40506 10.69905 16.57825
H 10.73557 12.32301 17.36778
H 10.27332 14.26133 16.11801
H 11.31075 14.58655 13.86316
H 13.02938 13.19460 13.10275
F 13.51386 13.61300 10.38528
C 14.12883 14.67447 9.69583
C 15.32053 15.13263 10.18042
C 15.97511 16.11431 9.35768
C 15.39282 16.51724 8.13035
C 14.15515 16.00098 7.74432
C 13.49984 15.07456 8.51549
H 15.70850 14.91524 11.09263
H 16.89354 16.48190 9.77405
H 15.84306 17.32115 7.59079
H 13.61380 16.49134 6.87180
H 12.53029 14.60745 8.33196
F 18.41137 14.01113 19.89220
C 17.19344 13.61667 19.26964
C 16.09759 13.29154 20.06878
C 14.97614 13.00582 19.32020
C 14.91993 12.94502 17.93245
C 16.04128 13.32901 17.22316
C 17.20118 13.71803 17.91274
H 16.02753 13.38335 21.09652
H 14.13080 12.74804 19.90417
H 14.05663 12.62232 17.37803
H 16.16819 13.31208 16.13647
H 18.13513 13.92297 17.39787
F 12.06868 16.38255 17.19284
C 13.04754 17.08816 17.85557
C 14.27101 16.45721 17.84254
C 15.36197 17.05759 18.42260
C 15.13730 18.24711 19.17892
C 13.79230 18.68647 19.32864
C 12.71171 18.17114 18.63442
H 14.37947 15.54884 17.27971
H 16.34574 16.65050 18.27471
H 15.96754 18.84857 19.59726
H 13.58438 19.46940 20.04676
H 11.69046 18.48733 18.81656
F 18.44779 13.97501 24.90258
C 19.65129 13.88902 24.25795
C 20.76104 14.10140 24.95970
C 21.96639 14.09362 24.28336
C 21.99496 13.75528 22.92527
C 20.81379 13.53870 22.21757
C 19.61069 13.63820 22.91959
H 20.75830 14.29474 25.99894
H 22.82319 14.26328 24.93639
H 22.88488 13.83605 22.39162
H 20.72756 13.43257 21.09911
H 18.65256 13.70947 22.44383
F 14.01442 10.15021 19.75013
C 13.03232 9.39569 20.27539
C 11.72428 9.86907 20.36500
C 10.67978 9.04107 20.90426
C 11.06566 7.75304 21.23794
C 12.39192 7.26048 21.12202
C 13.34307 8.10647 20.58706
H 11.38988 10.82935 19.97006
H 9.74591 9.37296 21.28141
H 10.23695 7.21637 21.68807
H 12.60098 6.22486 21.45250
H 14.35893 7.76517 20.53864
F 17.92676 19.56107 18.66382
C 18.56964 18.74531 19.55445
C 19.25536 17.69559 18.97402
C 19.95690 16.76279 19.80902
C 19.88761 16.92480 21.19995
C 19.09342 17.93091 21.67472
C 18.51411 18.93766 20.91247
H 19.44275 17.57541 17.91397
H 20.60822 15.97515 19.35593
H 20.35244 16.21194 21.87814
H 18.96661 17.98432 22.73383
H 18.02743 19.76882 21.39164
```

As for the gap between HOMO and LUMO: 9.57 eV. Its multiplicity is 1. The value obtained for the HOMO energy is -9.07 eV.